(1)
A structure of composition CH2N2O2S, computed with wB97M-V/def2-TZVPD.

```
8
Properties=species:S:1:pos:R:3:forces:R:3:mulliken_charge:R:1
C -0.1968 0.7650 1.2994 1.714 -1.463 -3.386 0.15
N 0.5018 0.0002 -0.2956 -0.865 2.162 4.398 -0.46
N -0.1920 -0.8621 -1.0246 0.586 0.557 -0.205 1.19
O -1.1922 -1.3288 -0.5328 -0.851 -0.431 0.334 -0.65
O 0.2656 -1.1104 -2.1177 0.017 -0.442 -0.838 -0.65
S 0.6451 1.8439 2.0228 -0.127 -0.062 -0.022 -0.18
H -1.1073 0.2067 1.3744 -0.362 -0.143 0.124 0.36
H 1.2758 0.4854 -0.7259 -0.112 -0.178 -0.404 0.22
```
Forces are in eV/Å.

Output
energy	-18974.1809	eV
energy above the lowest of the compared OMol25 structures with the same formula, charge and spin	164.8	kcal per mole
HOMO energy	-10.2	eV

***

(2)
A structure of composition CH9MnO8P, computed with wB97M-V/def2-TZVPD.

```
20
Properties=species:S:1:pos:R:3:forces:R:3:mulliken_charge:R:1
Mn -0.3039 0.0941 0.0243 -1.593 -0.515 0.033 0.83
C 1.5514 -2.3396 -0.9516 -0.883 1.555 -0.050 -0.64
O 0.4080 -1.9457 -0.2835 0.370 -0.283 -0.433 -0.71
H 1.6402 -3.4000 -1.2517 -0.045 -0.306 0.563 0.24
H 1.6336 -1.8312 -1.9457 0.205 0.092 -0.103 0.12
H 2.4377 -1.9914 -0.3895 0.495 -0.491 -0.112 0.17
P -2.3159 1.6383 0.9138 -4.418 -0.350 -0.707 0.93
O -3.5280 2.0212 0.0027 0.783 0.752 0.717 -0.92
O -2.4518 2.1395 2.3692 0.539 -0.670 -0.514 -0.87
O -0.9847 2.0646 0.2765 2.756 0.671 -0.575 -0.65
O -2.2464 0.0563 0.6677 0.827 -0.543 0.986 -0.74
O 1.6898 1.2271 -0.0131 0.938 0.209 -0.034 -0.42
H 1.8073 1.4900 0.9086 -0.295 0.144 -0.149 0.26
H 2.5762 1.2250 -0.3972 -0.141 -0.191 0.016 0.21
O 0.1074 -0.1690 2.1553 1.186 -0.031 1.132 -0.28
H 0.4363 0.4988 2.7708 -0.572 0.122 -0.094 0.23
H 0.0820 -0.9950 2.6506 -0.215 -0.039 -0.322 0.19
O -0.8382 0.1053 -2.1186 0.336 -0.283 -1.114 -0.47
H -0.4793 -0.6207 -2.6457 -0.103 -0.025 0.270 0.26
H -1.2217 0.7323 -2.7427 -0.169 0.181 0.490 0.25
```
Forces are in eV/Å.

Output
total charge	-2
energy	-58173.9184	eV
energy above the lowest of the compared OMol25 structures with the same formula, charge and spin	0.0	kcal per mole
HOMO energy (alpha / beta)	1.5 / 1.4	eV
multiplicity	6

***

(3)
A structure of composition C4H9N4O2S, computed with wB97M-V/def2-TZVPD.

```
20
Properties=species:S:1:pos:R:3:forces:R:3:mulliken_charge:R:1
C 0.1153 -0.6796 1.5766 -1.200 1.311 0.335 -0.41
C -0.6415 -0.4660 0.4584 -2.141 -1.351 -0.438 -0.02
C 1.4977 -0.7289 -0.1449 -1.082 -0.302 -1.232 0.42
C 2.7598 -0.8328 -0.8931 -0.112 0.967 -1.239 -1.09
N 1.4501 -0.7567 1.1633 -0.572 0.003 0.807 -0.01
N 0.2201 -0.6113 -0.6027 2.002 0.176 0.184 -0.04
N -3.1053 1.9679 -0.5681 0.015 -2.340 -0.093 -0.47
N -3.6605 0.8937 0.2309 1.065 -1.183 -2.461 -0.18
O -3.4289 -1.7314 0.8505 -0.564 -0.221 2.021 -0.49
O -2.9986 -1.1146 -1.3984 0.583 1.271 -1.055 -0.51
S -2.9854 -0.7458 -0.0342 1.735 2.125 0.682 1.09
H -0.3092 -0.5915 2.5829 0.984 -0.310 -0.324 0.38
H 2.9993 0.1660 -1.3490 0.094 -0.823 0.643 0.29
H 3.5103 -1.1732 -0.1968 0.510 0.070 -0.109 0.33
H 2.7063 -1.5158 -1.7476 -0.116 -0.087 0.324 0.36
H 2.3203 -0.7799 1.6891 -0.594 -0.115 0.336 0.23
H 0.0224 -0.6789 -1.5869 -0.411 0.171 -0.091 0.21
H -2.1208 2.1201 -0.2685 -0.715 -0.068 -0.590 0.27
H -3.1748 1.6168 -1.5711 0.281 0.907 1.666 0.32
H -3.8344 1.1598 1.1821 0.238 -0.200 0.637 0.30
```
Forces are in eV/Å.

Output
total charge	+1
energy	-25174.6209	eV
energy above the lowest of the compared OMol25 structures with the same formula, charge and spin	9.2	kcal per mole
HOMO energy	-13.7	eV

***

(4)
A cluster of 3 separate species, C28H61N3O2 in total, computed with wB97M-V/def2-TZVPD.

```
94
Properties=species:S:1:pos:R:3:forces:R:3:mulliken_charge:R:1
H -4.5702 -4.5319 -1.9366 -0.062 -0.009 -0.987 0.27
N -4.2706 -4.7099 -2.9210 -4.438 0.836 -3.836 -0.62
C -5.3070 -4.4940 -3.8152 2.374 -0.360 3.461 0.06
C -6.7795 -3.9992 -3.1952 0.348 -0.180 -0.148 -0.40
C -7.4020 -2.8204 -4.1484 0.916 0.347 -6.478 0.52
O -7.0555 -2.8741 -5.4653 -2.469 0.508 8.575 -0.56
O -8.3266 -1.7513 -3.7381 2.604 -2.667 0.187 -0.33
C -8.2671 -1.4811 -2.2941 1.074 -0.329 1.345 -0.16
C -9.0267 -0.1136 -1.8060 -0.538 -0.982 0.848 -0.46
C -8.6199 0.0820 -0.1956 0.655 0.229 -0.710 -0.64
C -7.4132 1.1877 0.0277 0.353 -0.152 1.079 -0.58
C -5.8921 0.5374 -0.0943 0.644 0.108 -0.696 -0.46
C -5.0285 1.2616 -1.3302 -0.742 -0.650 1.099 -0.54
C -3.5004 0.6613 -1.3254 -0.475 0.493 -0.232 -0.51
C -2.4840 1.3552 -2.4091 0.586 -0.623 -0.158 -0.52
C -1.2602 0.2515 -2.6633 0.053 -0.051 0.410 -0.24
C 0.2323 0.9367 -2.7184 0.760 -0.705 0.024 -0.81
C 1.2226 0.1361 -1.6359 0.292 -0.016 -1.384 0.35
C 1.6996 -1.2900 -2.3473 -0.633 -0.558 1.735 -0.43
C 1.2510 -2.4960 -1.2821 -0.562 0.248 -0.625 -0.68
H -5.1308 -4.6646 -4.9818 -0.573 0.503 2.882 0.32
H -7.5332 -4.9213 -3.1329 1.518 2.094 -0.443 0.29
H -6.5734 -3.6850 -2.0837 -0.482 -0.374 -2.257 0.21
H -7.1098 -1.4341 -2.0119 -2.471 0.233 -0.427 -0.01
H -8.6843 -2.4335 -1.7262 0.554 2.110 -0.978 0.27
H -8.7880 0.8368 -2.4452 -0.300 -1.990 1.170 0.32
H -10.1915 -0.3177 -1.8095 2.400 0.484 -0.336 0.28
H -9.5818 0.3879 0.4219 2.107 -0.747 -1.297 0.34
H -8.1770 -0.9584 0.1627 -1.212 2.150 -0.431 0.28
H -7.5082 1.5929 1.1419 0.094 -0.780 -2.393 0.28
H -7.4925 2.1273 -0.6843 0.000 -2.032 1.333 0.34
H -5.9244 -0.6369 -0.2987 -0.049 2.496 0.451 0.12
H -5.2435 0.6813 0.8840 -1.566 -0.231 -1.849 0.40
H -5.0916 2.4212 -1.1029 0.388 -2.321 -0.688 0.30
H -5.6312 1.0169 -2.3176 1.489 0.627 1.776 0.19
H -3.5615 -0.4889 -1.5865 0.096 2.279 0.582 0.21
H -3.0596 0.7730 -0.2251 -0.869 -0.283 -2.380 0.21
H -3.0278 1.6207 -3.4228 0.982 -0.699 2.073 0.29
H -1.9850 2.3615 -2.0386 -1.209 -2.102 -0.472 0.28
H -1.2433 -0.4979 -1.7352 -0.167 1.653 -1.943 0.10
H -1.4692 -0.4353 -3.6111 0.389 1.640 1.943 0.26
H 0.7278 0.7227 -3.7829 -1.121 0.799 2.251 0.26
H 0.2265 2.1110 -2.5130 -0.143 -2.623 -0.437 0.31
H 0.6434 -0.1252 -0.6512 1.149 0.746 -1.821 0.08
H 2.1869 0.7702 -1.4217 -1.970 -1.108 -0.183 -0.31
H 2.8638 -1.3658 -2.4966 -2.391 0.378 0.032 0.28
H 1.0876 -1.4418 -3.3353 1.483 0.219 1.788 0.29
H 1.5334 -2.2315 -0.1606 -0.441 -0.564 -2.455 0.02
H 0.0642 -2.5518 -1.3586 2.526 -0.059 0.344 0.19
H 1.6996 -3.5372 -1.5930 -0.898 2.043 0.712 0.33
C 5.2366 0.6164 -0.1626 0.018 -0.001 0.108 -1.31
C 5.2083 2.0443 -0.6992 -0.008 0.001 0.264 -0.58
N 4.7080 3.0319 0.2604 -0.269 0.248 -0.011 0.22
C 4.4233 4.3363 -0.3463 -0.226 -0.229 -0.068 -0.62
C 5.5994 5.1200 -0.9196 0.142 0.317 -0.070 -0.98
C 5.3893 3.0839 1.5559 -0.164 -0.360 0.025 -0.19
C 6.8892 3.3608 1.5579 0.284 0.156 0.188 -1.15
H 4.2496 0.3124 0.2002 0.084 0.074 0.017 0.18
H 5.5284 -0.0746 -0.9606 -0.022 0.121 0.079 0.44
H 5.9598 0.4977 0.6501 -0.089 -0.004 -0.049 0.36
H 4.5562 2.0411 -1.5810 -0.013 0.284 0.144 0.49
H 6.2123 2.3035 -1.0558 0.119 -0.042 -0.122 0.31
H 3.8999 4.9692 0.3814 0.122 -0.216 0.077 0.38
H 3.6956 4.1818 -1.1536 0.094 -0.183 0.081 0.32
H 6.2068 5.5688 -0.1313 0.039 -0.089 -0.104 0.21
H 5.2245 5.9438 -1.5361 0.024 -0.084 0.043 0.42
H 6.2425 4.5058 -1.5556 -0.053 0.031 0.089 0.27
H 5.2208 2.1299 2.0704 -0.022 -0.002 -0.177 -0.15
H 4.8945 3.8226 2.1999 -0.071 -0.011 -0.323 0.42
H 7.4253 2.7824 0.8015 -0.065 0.033 0.012 0.24
H 7.3109 3.0880 2.5314 -0.044 0.013 -0.086 0.43
H 7.1050 4.4201 1.4059 0.058 -0.130 -0.087 0.31
C 1.4726 -1.0037 3.0708 -0.018 -0.108 0.052 -1.42
C 2.8747 -0.5185 3.4263 -0.066 -0.168 0.140 -0.14
N 3.3312 -0.9362 4.7543 0.148 0.171 0.296 0.09
C 4.5458 -0.2420 5.1942 -0.288 0.179 0.007 -0.65
C 5.8257 -0.4885 4.4022 0.357 -0.018 0.011 -0.92
C 3.3024 -2.3744 5.0301 -0.396 0.068 -0.030 -0.69
C 4.1034 -3.2892 4.1093 0.199 -0.319 -0.025 -0.88
H 0.7447 -0.6925 3.8268 0.117 -0.072 -0.040 0.33
H 1.1638 -0.5759 2.1112 0.088 -0.030 0.101 0.31
H 1.4285 -2.0924 2.9701 -0.025 0.099 0.033 0.31
H 2.8536 0.5773 3.3844 0.214 -0.106 0.203 0.34
H 3.5674 -0.8464 2.6420 0.049 0.016 -0.184 0.16
H 4.7349 -0.4738 6.2499 -0.163 -0.143 -0.138 0.36
H 4.3426 0.8368 5.1791 -0.148 -0.126 -0.105 0.37
H 6.2525 -1.4690 4.6217 -0.037 0.055 -0.130 0.32
H 6.5797 0.2538 4.6850 -0.067 -0.042 -0.027 0.38
H 5.6743 -0.4018 3.3230 -0.024 -0.038 0.073 0.15
H 2.2571 -2.7062 5.0108 0.066 0.166 -0.086 0.36
H 3.6179 -2.5545 6.0661 0.046 0.298 -0.140 0.38
H 3.9749 -3.0408 3.0531 0.004 0.034 0.063 0.18
H 3.7695 -4.3242 4.2402 0.022 0.099 -0.013 0.37
H 5.1689 -3.2688 4.3462 -0.070 0.029 -0.147 0.27
```
Forces are in eV/Å.

Output
energy	-38580.9283	eV
HOMO energy	-8.1	eV

***

In order of appearance, strongest force on any atom = 4.98, 4.49, 2.93, 8.94 eV/A.